1.
{"formula": "C39H36ClCoN3Si2", "method": "ωB97M-V/def2-TZVPD", "elements": ["C", "C", "C", "H", "C", "C", "H", "H", "H", "H", "Co", "Si", "C", "C", "H", "C", "H", "C", "H", "C", "H", "C", "H", "C", "C", "H", "C", "H", "C", "H", "C", "H", "C", "H", "H", "Si", "C", "C", "H", "C", "H", "C", "H", "C", "H", "C", "H", "C", "C", "H", "C", "H", "C", "H", "C", "H", "C", "H", "H", "Cl", "N", "C", "C", "C", "C", "C", "N", "C", "C", "C", "C", "C", "N", "H", "H", "H", "H", "H", "H", "H", "H", "H"], "xyz": [[-1.873, -0.257, 4.762], [-2.334, 0.122, 3.461], [-2.034, -0.944, 2.559], [-2.847, 1.051, 3.216], [-1.378, -1.976, 3.291], [-1.297, -1.561, 4.660], [-0.901, -2.142, 5.492], [-1.994, 0.313, 5.682], [-2.317, -1.018, 1.513], [-1.053, -2.930, 2.878], [-0.385, -0.255, 3.472], [0.082, -0.100, -3.159], [0.386, 1.442, -4.118], [1.613, 1.711, -4.732], [2.480, 1.091, -4.512], [1.710, 2.771, -5.636], [2.659, 2.972, -6.136], [0.587, 3.560, -5.924], [0.658, 4.359, -6.669], [-0.621, 3.320, -5.258], [-1.499, 3.935, -5.465], [-0.717, 2.273, -4.343], [-1.646, 2.103, -3.799], [0.570, -1.539, -4.210], [-0.059, -1.556, -5.465], [-0.765, -0.771, -5.750], [0.229, -2.573, -6.376], [-0.253, -2.579, -7.352], [1.131, -3.584, -6.032], [1.364, -4.382, -6.738], [1.757, -3.562, -4.780], [2.474, -4.337, -4.511], [1.477, -2.549, -3.860], [1.960, -2.515, -2.881], [-1.393, -0.238, -3.087], [0.258, -0.018, -0.716], [-0.607, -1.660, -0.511], [-1.960, -1.769, -0.888], [-2.606, -0.888, -0.868], [-2.467, -2.990, -1.333], [-3.496, -3.033, -1.697], [-1.666, -4.134, -1.266], [-2.052, -5.076, -1.647], [-0.413, -4.071, -0.646], [0.163, -4.981, -0.471], [0.090, -2.843, -0.209], [1.031, -2.813, 0.346], [-0.848, 1.491, -0.500], [-2.185, 1.484, -0.055], [-2.604, 0.642, 0.507], [-3.004, 2.584, -0.329], [-4.049, 2.575, -0.008], [-2.481, 3.705, -0.985], [-3.122, 4.551, -1.246], [-1.111, 3.769, -1.269], [-0.681, 4.645, -1.757], [-0.282, 2.702, -0.929], [0.804, 2.791, -1.023], [1.410, 0.047, -1.663], [1.583, 0.184, 0.904], [1.636, 0.715, 5.552], [1.982, -0.530, 5.023], [2.893, -1.346, 5.701], [3.304, -2.544, 5.130], [2.789, -2.868, 3.868], [1.829, -2.077, 3.268], [1.376, -0.929, 3.874], [1.063, 1.783, 4.859], [1.250, 3.079, 5.347], [0.728, 4.154, 4.641], [0.053, 3.881, 3.441], [-0.147, 2.574, 3.017], [0.323, 1.509, 3.750], [2.128, 0.970, 6.406], [3.231, -1.003, 6.677], [3.995, -3.208, 5.647], [3.100, -3.772, 3.357], [1.377, -2.321, 2.304], [1.816, 3.186, 6.272], [0.857, 5.174, 4.999], [-0.361, 4.690, 2.836], [-0.698, 2.332, 2.099]], "largest_force_ev_per_a": 3.0, "spin_multiplicity": 4, "total_energy_ha": -4093.8563, "homo_ev": [-4.6, -6.5]}

---

2.
{"formula": "C39H36N6O2Pt", "method": "ωB97M-V/def2-TZVPD", "elements": ["Pt", "O", "C", "C", "C", "C", "C", "C", "C", "C", "C", "O", "C", "C", "C", "C", "C", "C", "C", "C", "C", "C", "C", "C", "N", "C", "C", "C", "C", "C", "C", "C", "C", "C", "C", "C", "C", "H", "H", "H", "H", "H", "H", "H", "H", "H", "H", "H", "H", "H", "H", "H", "H", "H", "H", "H", "H", "H", "H", "H", "H", "H", "H", "H", "N", "C", "C", "N", "C", "C", "N", "C", "C", "N", "H", "H", "H", "H", "H", "H", "N", "H", "H", "H"], "xyz": [[-18.525, 2.024, -6.105], [-19.737, 2.302, -4.206], [-20.312, 3.485, -3.813], [-20.032, 4.757, -4.704], [-20.315, 4.689, -6.206], [-20.934, 5.781, -6.767], [-21.261, 5.746, -8.129], [-20.918, 4.609, -8.845], [-20.243, 3.591, -8.270], [-19.977, 2.288, -8.960], [-20.477, 0.965, -8.319], [-19.902, 0.696, -7.109], [-20.121, -0.142, -9.343], [-20.487, -0.097, -10.666], [-20.019, -1.012, -11.600], [-19.177, -2.056, -11.211], [-18.809, -2.132, -9.863], [-19.296, -1.167, -8.951], [-21.988, 0.947, -8.102], [-22.447, -0.052, -7.301], [-23.809, -0.379, -7.280], [-24.672, 0.391, -8.052], [-24.207, 1.395, -8.888], [-22.831, 1.728, -8.857], [-19.910, 3.678, -6.977], [-20.068, 3.868, -2.304], [-20.882, 4.772, -1.583], [-20.622, 5.041, -0.248], [-19.498, 4.438, 0.376], [-18.653, 3.608, -0.314], [-18.959, 3.335, -1.672], [-21.718, 2.946, -4.003], [-21.990, 1.765, -3.283], [-23.248, 1.149, -3.375], [-24.221, 1.718, -4.188], [-23.940, 2.875, -4.925], [-22.704, 3.485, -4.831], [-18.968, 5.049, -4.546], [-20.714, 5.524, -4.413], [-21.199, 6.639, -6.233], [-21.722, 6.573, -8.590], [-21.085, 4.536, -9.931], [-18.922, 2.044, -9.166], [-20.542, 2.297, -9.919], [-21.186, 0.645, -11.042], [-20.314, -0.893, -12.616], [-18.839, -2.760, -11.950], [-18.242, -2.932, -9.524], [-19.020, -1.192, -7.931], [-21.771, -0.605, -6.738], [-24.228, -1.181, -6.655], [-25.749, 0.198, -8.039], [-24.870, 1.950, -9.578], [-22.444, 2.538, -9.428], [-21.789, 5.127, -2.018], [-21.208, 5.783, 0.239], [-19.269, 4.781, 1.395], [-17.760, 3.164, 0.121], [-18.367, 2.671, -2.222], [-21.218, 1.408, -2.586], [-23.433, 0.278, -2.765], [-25.195, 1.247, -4.153], [-24.632, 3.371, -5.598], [-22.536, 4.432, -5.337], [-15.377, 0.518, -8.486], [-15.507, 1.613, -9.343], [-16.399, 2.446, -8.717], [-16.819, 1.880, -7.564], [-16.220, 0.690, -7.434], [-16.455, -0.140, -6.267], [-17.457, 0.060, -5.422], [-17.269, -0.840, -4.411], [-16.192, -1.602, -4.621], [-15.675, -1.163, -5.806], [-14.801, -0.270, -8.713], [-14.894, 1.840, -10.232], [-16.673, 3.429, -9.016], [-17.975, -0.855, -3.577], [-15.690, -2.306, -4.023], [-14.847, -1.502, -6.248], [-17.054, 3.534, -5.137], [-16.087, 3.160, -5.249], [-17.106, 3.614, -4.127], [-17.028, 4.474, -5.564]], "largest_force_ev_per_a": 2.8, "spin_multiplicity": 5, "total_energy_ha": -2105.4540, "charge": 2, "homo_ev": [-13.4, -13.5]}

---

3.
{"formula": "C39H37BF2N4O4S5Sr", "method": "ωB97M-V/def2-TZVPD", "elements": ["Sr", "C", "C", "N", "C", "C", "S", "C", "C", "S", "C", "N", "C", "H", "H", "H", "H", "H", "H", "H", "H", "O", "S", "C", "C", "C", "C", "S", "O", "C", "C", "C", "C", "C", "C", "C", "C", "C", "C", "C", "C", "H", "H", "H", "H", "H", "H", "H", "H", "H", "H", "H", "H", "H", "H", "H", "H", "H", "H", "O", "S", "O", "N", "C", "C", "C", "C", "C", "C", "C", "C", "N", "C", "C", "C", "C", "C", "C", "C", "H", "H", "H", "H", "H", "H", "H", "H", "H", "H", "H", "F", "B", "F"], "xyz": [[-0.398, 0.676, 0.046], [3.842, -0.309, 1.818], [3.147, 0.633, 2.752], [2.006, 1.226, 2.519], [1.621, 1.968, 3.617], [2.485, 1.952, 4.665], [3.816, 0.958, 4.290], [0.341, 2.697, 3.618], [-0.276, 3.149, 4.738], [-1.707, 3.971, 4.312], [-1.397, 3.654, 2.660], [-0.313, 2.967, 2.436], [-2.291, 4.162, 1.585], [3.131, -0.692, 1.090], [4.268, -1.147, 2.373], [4.651, 0.190, 1.284], [2.397, 2.473, 5.603], [0.032, 3.024, 5.762], [-2.395, 5.247, 1.648], [-3.277, 3.701, 1.621], [-1.836, 3.908, 0.634], [-0.543, -0.591, 2.583], [-1.000, -1.986, 2.913], [-0.759, -2.973, 1.427], [-2.008, -2.969, 0.559], [-1.845, -3.807, -0.708], [-0.960, -3.194, -1.787], [-1.553, -1.694, -2.589], [-1.355, -0.610, -1.534], [-3.287, -2.008, -2.634], [-3.760, -2.959, -3.532], [-5.121, -3.202, -3.588], [-5.989, -2.486, -2.767], [-5.498, -1.526, -1.896], [-4.132, -1.272, -1.825], [0.314, -2.701, 3.869], [1.512, -2.017, 3.974], [2.532, -2.570, 4.740], [2.344, -3.781, 5.390], [1.127, -4.448, 5.288], [0.102, -3.904, 4.530], [-0.504, -3.984, 1.755], [0.122, -2.533, 0.944], [-2.296, -1.948, 0.312], [-2.841, -3.369, 1.143], [-2.834, -4.018, -1.117], [-1.408, -4.780, -0.460], [-0.752, -3.896, -2.598], [0.009, -2.857, -1.406], [-3.080, -3.505, -4.176], [-5.509, -3.944, -4.274], [-7.054, -2.676, -2.815], [-6.170, -0.966, -1.259], [-3.736, -0.523, -1.150], [1.617, -1.064, 3.472], [3.473, -2.041, 4.832], [3.141, -4.203, 5.988], [0.975, -5.385, 5.807], [-0.855, -4.410, 4.459], [1.424, -0.691, -0.323], [1.721, -0.104, -1.658], [1.550, -1.023, -2.759], [0.947, 1.244, -1.724], [0.726, 1.936, -2.935], [1.494, 1.866, -4.060], [1.219, 2.704, -5.171], [0.180, 3.582, -5.152], [-0.674, 3.633, -4.016], [-1.818, 4.467, -3.959], [-2.641, 4.405, -2.880], [-2.315, 3.510, -1.832], [-1.250, 2.756, -1.821], [-0.413, 2.807, -2.914], [3.445, 0.309, -1.643], [3.865, 1.495, -1.053], [5.211, 1.827, -1.083], [6.126, 0.983, -1.700], [5.695, -0.196, -2.292], [4.348, -0.536, -2.272], [2.326, 1.176, -4.122], [1.859, 2.642, -6.042], [-0.022, 4.231, -5.995], [-2.032, 5.132, -4.788], [-3.535, 5.008, -2.808], [-2.989, 3.405, -0.989], [3.143, 2.150, -0.582], [5.547, 2.751, -0.628], [7.174, 1.249, -1.728], [6.406, -0.848, -2.782], [3.996, -1.441, -2.748], [-4.204, 1.586, 0.809], [-3.112, 0.765, 1.087], [-3.664, -0.390, 1.623]], "e_above_lowest_kcal_mol": 84.4, "largest_force_ev_per_a": 5.2, "total_energy_ha": -4274.7296, "homo_ev": -6.0}

---

4.
{"formula": "C39H37BF4N14Zr", "method": "ωB97M-V/def2-TZVPD", "elements": ["Zr", "C", "N", "C", "C", "N", "C", "C", "C", "C", "C", "C", "N", "C", "N", "C", "C", "C", "C", "C", "C", "N", "H", "H", "H", "H", "H", "H", "H", "H", "H", "H", "H", "H", "H", "H", "H", "C", "C", "C", "C", "N", "C", "N", "C", "N", "C", "N", "C", "C", "C", "C", "C", "N", "C", "C", "C", "C", "C", "C", "H", "H", "H", "H", "H", "H", "H", "H", "H", "H", "H", "H", "F", "B", "F", "F", "F", "C", "C", "C", "C", "N", "C", "N", "N", "N", "H", "H", "H", "H", "H", "H", "H", "H", "H", "H"], "xyz": [[-0.175, 0.098, 0.016], [-0.526, 3.070, 1.811], [0.642, 2.225, 1.591], [1.262, 1.880, 2.873], [1.867, 0.528, 2.812], [1.468, -0.431, 2.015], [2.331, -1.485, 2.278], [2.463, -2.742, 1.709], [3.402, -3.621, 2.201], [4.256, -3.255, 3.246], [4.192, -1.995, 3.802], [3.228, -1.132, 3.296], [2.894, 0.165, 3.609], [-1.665, 2.145, 2.061], [-1.731, 0.949, 1.507], [-2.988, 0.439, 1.869], [-3.663, -0.719, 1.472], [-4.981, -0.850, 1.887], [-5.607, 0.096, 2.699], [-4.947, 1.230, 3.126], [-3.646, 1.379, 2.670], [-2.757, 2.437, 2.782], [-0.735, 3.638, 0.908], [-0.396, 3.783, 2.630], [1.325, 2.711, 1.017], [0.499, 1.876, 3.656], [2.031, 2.601, 3.163], [1.715, -4.139, 0.486], [3.485, -4.617, 1.776], [4.981, -3.970, 3.607], [4.859, -1.690, 4.597], [3.394, 0.764, 4.246], [-3.725, -2.318, 0.275], [-5.536, -1.724, 1.567], [-6.633, -0.066, 3.000], [-5.419, 1.971, 3.756], [-2.931, 3.288, 3.292], [-3.449, -0.642, -3.483], [-3.853, 0.437, -2.706], [-3.083, 0.801, -1.613], [-1.930, 0.078, -1.311], [-1.533, -0.929, -2.098], [-2.272, -1.290, -3.144], [-3.055, -1.648, 0.626], [-1.879, -2.326, 1.023], [-0.635, -1.960, 0.610], [0.176, -3.004, 0.941], [1.594, -3.128, 0.590], [2.046, -2.543, -0.703], [3.278, -2.932, -1.189], [3.657, -2.443, -2.429], [2.778, -1.625, -3.119], [1.576, -1.288, -2.525], [1.218, -1.725, -1.312], [-0.503, -4.018, 1.600], [-0.136, -5.257, 2.180], [-1.112, -5.995, 2.785], [-2.462, -5.556, 2.829], [-2.843, -4.367, 2.279], [-1.854, -3.567, 1.663], [-4.027, -0.973, -4.334], [-4.756, 0.981, -2.950], [-3.387, 1.639, -0.993], [-1.906, -2.119, -3.741], [3.933, -3.588, -0.631], [4.616, -2.713, -2.851], [3.023, -1.239, -4.098], [0.862, -0.653, -3.026], [0.891, -5.607, 2.170], [-0.861, -6.937, 3.252], [-3.198, -6.185, 3.310], [-3.875, -4.041, 2.313], [1.860, 0.537, -0.321], [3.066, 1.554, -0.494], [3.573, 1.662, 0.779], [3.885, 0.975, -1.399], [2.472, 2.735, -0.908], [1.598, 5.534, -3.138], [1.226, 4.752, -4.396], [2.317, 3.753, -4.776], [-0.151, 4.060, -4.259], [-0.223, 3.164, -3.111], [-0.567, 3.459, -1.846], [-0.373, 2.396, -1.111], [0.077, 1.469, -1.967], [0.171, 1.897, -3.157], [2.485, 6.136, -3.332], [1.839, 4.869, -2.306], [0.798, 6.216, -2.836], [1.105, 5.465, -5.215], [2.444, 2.988, -4.009], [3.270, 4.268, -4.892], [2.083, 3.261, -5.722], [-0.364, 3.466, -5.146], [-0.935, 4.805, -4.133], [-0.929, 4.421, -1.524]], "largest_force_ev_per_a": 1.1, "total_energy_ha": -2746.2360, "charge": 2, "homo_ev": -11.8}

---

5.
{"formula": "C39H37BrMnN5P2S", "method": "ωB97M-V/def2-TZVPD", "elements": ["Mn", "C", "C", "N", "N", "C", "N", "S", "C", "C", "C", "C", "C", "N", "H", "H", "H", "H", "H", "H", "H", "H", "H", "C", "C", "C", "C", "C", "Br", "N", "C", "H", "H", "H", "H", "H", "H", "C", "P", "C", "C", "C", "C", "C", "C", "C", "C", "C", "C", "C", "C", "P", "C", "C", "C", "C", "C", "C", "C", "C", "C", "C", "C", "C", "H", "H", "H", "H", "H", "H", "H", "H", "H", "H", "H", "H", "H", "H", "H", "H", "H", "H", "H", "H", "H", "H"], "xyz": [[0.730, 0.047, -1.919], [3.930, -1.912, -3.543], [3.436, -1.234, -2.285], [2.009, -1.636, -1.841], [1.535, -2.777, -2.492], [0.329, -2.788, -2.920], [-0.217, -3.861, -3.489], [-0.744, -1.352, -2.791], [3.538, 0.269, -2.301], [4.637, 0.914, -2.844], [4.743, 2.292, -2.739], [3.763, 2.989, -2.045], [2.679, 2.289, -1.562], [2.542, 0.960, -1.708], [3.486, -1.487, -4.445], [3.687, -2.969, -3.509], [5.014, -1.818, -3.605], [0.339, -4.691, -3.628], [-1.133, -3.824, -3.898], [5.400, 0.343, -3.353], [5.577, 2.816, -3.187], [3.831, 4.057, -1.897], [1.880, 2.795, -1.035], [-2.415, 4.590, -0.916], [-1.589, 3.763, -1.850], [-1.338, 4.161, -3.166], [-0.572, 3.368, -4.002], [-0.080, 2.189, -3.487], [1.005, 1.016, -4.522], [-0.291, 1.774, -2.236], [-1.029, 2.563, -1.442], [-3.312, 4.955, -1.416], [-1.857, 5.471, -0.592], [-2.703, 4.023, -0.032], [-1.740, 5.098, -3.533], [-0.369, 3.656, -5.024], [-1.174, 2.207, -0.431], [-0.045, 0.405, 1.808], [0.361, -0.627, 0.316], [2.117, -0.972, 0.543], [3.011, -0.243, 1.221], [4.445, -0.345, 0.974], [4.908, -1.009, -0.085], [4.004, -1.828, -0.950], [2.558, -1.991, -0.473], [-0.364, -2.253, 0.723], [0.250, -2.954, 1.768], [-0.254, -4.179, 2.168], [-1.362, -4.721, 1.529], [-1.961, -4.036, 0.484], [-1.473, -2.800, 0.087], [-1.715, 1.227, 1.953], [-3.080, 0.117, 1.514], [-3.499, -0.844, 2.444], [-4.627, -1.596, 2.175], [-5.347, -1.393, 1.003], [-4.927, -0.444, 0.080], [-3.798, 0.318, 0.336], [-1.983, 1.591, 3.677], [-3.325, 1.823, 4.067], [-3.624, 2.052, 5.391], [-2.592, 2.124, 6.328], [-1.259, 1.945, 5.939], [-0.946, 1.708, 4.620], [0.684, 1.220, 1.838], [0.105, -0.235, 2.681], [2.688, 0.486, 1.957], [5.110, 0.199, 1.631], [5.963, -1.007, -0.331], [4.474, -2.792, -1.145], [2.263, -3.003, -0.197], [1.130, -2.549, 2.256], [0.229, -4.720, 2.971], [-1.754, -5.678, 1.848], [-2.815, -4.461, -0.027], [-1.957, -2.263, -0.711], [-2.951, -0.998, 3.365], [-4.957, -2.331, 2.897], [-6.247, -1.964, 0.817], [-5.498, -0.275, -0.824], [-3.493, 1.084, -0.368], [-4.120, 1.806, 3.333], [-4.651, 2.200, 5.695], [-2.822, 2.356, 7.359], [-0.469, 2.006, 6.674], [0.090, 1.590, 4.327]], "e_above_lowest_kcal_mol": 53.6, "largest_force_ev_per_a": 1.4, "spin_multiplicity": 4, "total_energy_ha": -6587.1156, "charge": 3, "homo_ev": [-16.1, -16.1]}